Here is a cluster of 2 separate species, C4H8N2O3P in total from OMol25. Energies are from ωB97M-V with the def2-TZVPD basis set.

Each line ends with the natural charge from an NBO analysis.
Geometry (Å):
C 2.459 -1.639 -0.120  -0.116
C 1.277 -1.758 -0.732  -0.122
C 1.537 0.287 0.023  0.349
C 1.070 1.652 0.420  -0.660
N 2.737 -0.360 0.255  -0.515
N 0.658 -0.539 -0.534  -0.519
O -2.119 -1.243 0.687  -1.149
O -3.878 0.644 0.331  -1.017
O -2.079 0.378 -1.400  -1.170
P -2.298 0.082 0.085  2.145
H 3.348 -2.254 -0.279  0.186
H 0.679 -2.652 -1.121  0.222
H -1.854 1.201 0.775  -0.221
H 1.348 2.160 1.357  0.222
H 0.043 1.705 0.430  0.231
H 1.411 2.219 -0.413  0.217
H -0.208 -0.090 -0.870  0.456
H -4.132 0.207 1.107  0.461

Output
Highest occupied orbital energy (Ha): -0.19069
Kohn-Sham gap (eV): 9.11
Energy (hartree): -833.94523
Total charge: -1

***

Here is the ion C5H7BrNO with charge +1 from OMol25. Energies are from ωB97M-V with the def2-TZVPD basis set.

Each line ends with the natural charge from an NBO analysis.
Geometry (Å):
C 0.141 1.254 0.711  -0.141
C 1.277 1.888 0.278  -0.246
C -0.066 -0.228 0.469  -0.205
C 2.272 1.177 -0.599  0.395
C -1.243 -0.721 0.066  -0.015
N -1.557 -2.115 -0.162  -0.727
O 1.896 0.184 -1.193  -0.522
Br -2.750 0.430 -0.174  0.133
H -0.636 1.835 1.040  0.228
H 1.440 2.815 0.731  0.235
H 0.946 -0.740 0.185  0.295
H 3.259 1.679 -0.746  0.164
H -0.768 -2.749 -0.464  0.468
H -2.329 -2.052 -0.870  0.473
H -1.884 -2.657 0.728  0.464

Output
Highest occupied orbital energy (Ha): -0.48954
Kohn-Sham gap (eV): 8.91
SMILES: [NH3+]/C(Br)=C/C=C\C=O
Energy (hartree): -2898.37690
Total charge: +1

***

Here is the molecule C4H8O2 from OMol25. Energies are from ωB97M-V with the def2-TZVPD basis set.

Each line ends with the natural charge from an NBO analysis.
Geometry (Å):
C 0.978 2.038 0.009  -0.620
C 0.433 0.684 -0.397  -0.068
O -0.377 0.235 0.686  -0.530
C -0.534 -2.210 0.128  -0.154
C -1.107 -0.914 0.490  0.351
O -1.276 -1.412 -0.810  -0.500
H 1.645 1.945 0.873  0.210
H 0.149 2.698 0.286  0.215
H 1.530 2.495 -0.819  0.212
H -0.178 0.760 -1.303  0.184
H 1.250 -0.026 -0.602  0.163
H -1.028 -3.126 0.450  0.184
H 0.532 -2.294 -0.082  0.185
H -2.018 -0.873 1.089  0.169

Output
Highest occupied orbital energy (Ha): -0.35760
Kohn-Sham gap (eV): 10.84
SMILES: CCO[C@@H]1CO1
Energy (hartree): -307.62825
Total charge: 0

***

Here is a cluster of 2 separate species, C5H9NO in total from OMol25. Energies are from ωB97M-V with the def2-TZVPD basis set.

Each line ends with the natural charge from an NBO analysis.
Geometry (Å):
C 1.488 1.349 -0.267  -0.293
C 1.366 0.647 -1.405  -0.071
N 0.513 -0.510 -1.176  -0.553
C 0.173 -0.452 0.197  0.157
C 0.730 0.702 0.740  -0.339
C -0.536 -1.487 0.895  -0.644
H 1.962 2.264 -0.337  0.224
H 1.861 0.692 -2.301  0.202
H -0.028 -1.048 -1.914  0.427
H 0.567 1.048 1.779  0.224
H -0.759 -2.356 0.312  0.225
H 0.058 -1.837 1.678  0.229
H -1.485 -1.234 1.285  0.208
H -2.147 0.427 0.902  0.465
H -1.484 1.096 -0.333  0.478
O -2.279 0.699 -0.055  -0.937

Output
Highest occupied orbital energy (Ha): -0.30024
Kohn-Sham gap (eV): 9.08
SMILES: Cc1ccc[nH]1.O
Energy (hartree): -325.87216
Total charge: 0

***

Here is a structure of composition CHN2OS from OMol25. Energies are from ωB97M-V with the def2-TZVPD basis set.

Each line ends with the natural charge from an NBO analysis.
Geometry (Å):
C -0.645 -0.232 -0.709  0.360
N -1.340 -0.869 -1.394  -0.468
N -0.046 0.806 -0.196  -0.077
O -0.472 1.529 0.763  -0.492
S 1.714 -0.511 0.315  -0.426
H 0.789 -0.722 1.221  0.103

Output
Highest occupied orbital energy (alpha / beta) (Ha): -0.13108 / -0.13036
Kohn-Sham gap (alpha / beta) (eV): 7.22 / 7.23
Energy (hartree): -621.56188
Total charge: -1